Run i
# C4H4Cl4

A cluster of 2 separate species, C4H4Cl4 in total (the ωB97M-V functional and the def2-TZVPD basis, the Open Molecules 2025 dataset).

Output
**Lowest unoccupied orbital energy (spin up / spin down)**: -0.886 / -0.689 eV
**HOMO (spin up / spin down)**: -0.330 / -0.326 hartree

Positions of all 12 atoms, in Å:
1 C -0.7666 -0.0418 0.1164
2 C -1.9122 0.6342 0.2111
3 C 0.5009 0.6939 -0.0672
4 C -4.2241 -0.2839 0.0439
5 Cl -2.2723 2.2347 -0.0547
6 Cl -4.9808 0.2752 1.4207
7 Cl -5.0056 0.2821 -1.3739
8 Cl -3.9826 -2.0397 -0.0967
9 H -0.6395 -1.1070 0.2933
10 H 0.2948 1.7924 0.1608
11 H 0.9603 0.5405 -1.1116
12 H 1.4242 0.4053 0.6678

Run ii
# C4H4Cl4

A structure of composition C4H4Cl4 (the ωB97M-V functional and the def2-TZVPD basis, the Open Molecules 2025 dataset).

Output
**Lowest unoccupied orbital energy**: -1.226 eV
**HOMO**: -0.307 hartree

Positions of all 12 atoms, in Å:
1 C 0.2947 1.5309 -0.0008
2 C -0.9259 -0.4330 0.6351
3 C -1.6447 -1.1803 -0.3902
4 C 1.4606 0.7944 -0.2617
5 Cl -0.8121 -1.1255 2.1061
6 Cl 1.4482 -0.4841 -1.4078
7 Cl 2.7238 0.4256 1.0509
8 Cl 2.2473 2.2797 -1.1211
9 H 0.4992 2.1141 0.9435
10 H -1.4474 -0.7116 -1.4056
11 H -1.2665 -2.2013 -0.2674
12 H -2.5772 -1.0088 0.1190

Compare the structures above. Which one is the most stable? run i is.